Record 1
The following is a DFT calculation (ωB97M-V with the def2-TZVPD basis set) of a 4-piece molecular cluster, C18H18BrF3N2OP overall in a non-equilibrium geometry.

```
44
Properties=species:S:1:pos:R:3:forces:R:3:mulliken_charge:R:1
N -0.6331 -3.4684 0.7511 -0.48 -0.66 0.23 -0.57
N -0.4899 -2.9155 2.0819 -0.20 0.35 0.72 -0.45
P 0.7975 -1.9558 2.0812 0.48 -0.48 -0.79 0.15
O 0.3957 -0.5067 1.2502 -0.18 0.17 -0.08 -0.23
Br 0.7907 -1.1901 4.2660 -0.22 0.07 0.18 -0.44
H -0.9694 -2.8026 0.0772 0.11 0.39 -0.18 0.27
H 0.2041 -3.9201 0.4107 0.33 0.07 -0.15 0.30
H 1.0051 -0.4790 0.5017 0.00 0.06 0.16 0.12
F 0.7821 -2.1873 -1.5153 0.10 0.13 -0.02 -0.17
C 1.3917 -1.5837 -2.5440 -0.02 -0.04 -0.14 0.50
C 1.2557 -2.1359 -3.8014 -0.08 -0.14 -0.08 -0.46
C 1.8773 -1.5196 -4.8740 0.02 0.02 -0.01 -0.33
C 2.6280 -0.3703 -4.6821 0.05 0.05 -0.07 -0.54
C 2.7541 0.1652 -3.4100 0.01 -0.01 -0.06 -0.50
C 2.1322 -0.4390 -2.3301 0.01 0.06 0.21 -0.43
H 0.6674 -3.0336 -3.9271 -0.04 -0.02 0.03 0.42
H 1.7730 -1.9388 -5.8646 -0.01 -0.04 -0.05 0.35
H 3.1130 0.1067 -5.5217 0.03 0.03 -0.04 0.36
H 3.3403 1.0589 -3.2534 0.02 0.06 0.03 0.38
H 2.2238 -0.0259 -1.3358 0.00 -0.01 0.05 0.35
F -2.5267 -1.8158 -2.3241 -0.03 0.02 0.01 -0.28
C -3.4332 -1.3868 -1.4166 -0.03 -0.01 0.01 0.48
C -4.7395 -1.8110 -1.5338 -0.07 -0.13 -0.17 -0.57
C -5.6652 -1.3728 -0.6011 -0.01 0.03 0.04 -0.29
C -5.2773 -0.5211 0.4214 -0.06 0.04 0.03 -0.52
C -3.9574 -0.1075 0.5139 -0.11 0.00 0.02 -0.44
C -3.0234 -0.5434 -0.4085 0.40 0.10 -0.06 -0.31
H -5.0189 -2.4751 -2.3400 0.02 -0.03 -0.01 0.40
H -6.6921 -1.7025 -0.6719 -0.06 -0.02 -0.02 0.34
H -6.0024 -0.1844 1.1484 -0.04 0.01 0.05 0.36
H -3.6474 0.5532 1.3093 0.06 0.00 0.08 0.37
H -1.9850 -0.2434 -0.3425 0.03 -0.06 0.08 0.43
F 2.6539 3.1704 0.5073 0.00 0.01 0.04 -0.31
C 2.4492 3.2818 1.8436 -0.01 -0.01 0.01 0.53
C 2.3669 2.1377 2.6050 0.07 -0.23 -0.19 -0.32
C 2.1612 2.2618 3.9672 0.03 0.09 0.15 -0.27
C 2.0308 3.5168 4.5437 0.02 0.02 0.02 -0.64
C 2.1148 4.6539 3.7550 -0.01 -0.03 0.05 -0.22
C 2.3299 4.5418 2.3903 0.01 0.19 -0.13 -0.54
H 2.4497 1.1647 2.1401 -0.07 -0.03 0.01 0.31
H 2.0986 1.3691 4.5705 -0.07 -0.08 -0.01 0.30
H 1.8619 3.6066 5.6073 -0.01 0.01 0.06 0.37
H 2.0099 5.6334 4.2003 0.00 0.06 0.01 0.34
H 2.4027 5.4139 1.7548 -0.01 0.00 -0.03 0.40
```
Forces are in eV/Å.

Calculated values
**Net charge**: -1
**Max |F|**: 1.0 eV/A
**LUMO**: 2.740 eV
**E_HOMO**: -3.3 eV
**E_tot**: -111470.314 eV



Record 2
The following is a DFT calculation (ωB97M-V with the def2-TZVPD basis set) of C18H18Cl2N3O6STi as an isolated structure in a non-equilibrium geometry.

```
49
Properties=species:S:1:pos:R:3:forces:R:3:mulliken_charge:R:1
Ti 0.0515 -0.0125 0.1216 -0.87 0.89 -0.05 0.57
O -1.5828 -0.4813 -1.2568 0.14 -0.36 -0.26 -0.29
C -1.4261 -1.8336 -1.7550 0.07 0.19 0.17 -0.70
C 0.0389 -2.1823 -1.9779 0.14 0.02 0.19 -0.55
N 0.7978 -2.0078 -0.7239 0.06 -0.07 -0.02 0.50
C 0.4954 -3.0791 0.2461 0.28 0.01 -0.30 -0.74
C -0.6129 -2.6803 1.1914 -0.10 0.80 0.01 0.41
O -1.2507 -3.5076 1.8009 -0.08 -0.13 0.10 -0.71
O -0.7441 -1.3844 1.2509 -0.36 -1.05 0.37 -0.54
C 2.2525 -1.8201 -0.8670 -0.27 -0.19 -0.12 -1.02
C 2.7932 -0.8176 0.1547 -0.68 0.43 0.31 0.85
O 3.9907 -0.7604 0.3403 0.30 0.03 0.02 -0.75
O 1.9005 -0.0219 0.6932 1.30 -0.38 -0.23 -0.52
H -1.4173 0.1113 -2.0066 -0.09 -0.02 -0.12 0.30
H -1.8829 -2.4749 -1.0061 -0.04 -0.03 0.07 0.31
H -1.9830 -1.9454 -2.6826 -0.04 0.02 -0.11 0.51
H 0.1058 -3.2130 -2.3423 0.01 -0.09 -0.03 0.50
H 0.4620 -1.5213 -2.7300 0.01 0.05 -0.06 0.35
H 0.2398 -4.0113 -0.2600 0.03 -0.08 -0.03 0.30
H 1.3792 -3.2619 0.8573 0.01 -0.01 0.04 0.51
H 2.7981 -2.7574 -0.7599 0.04 -0.07 -0.04 0.52
H 2.4743 -1.4121 -1.8518 0.02 0.01 -0.05 0.38
Cl -0.1660 2.7400 -0.3380 0.06 0.23 -0.03 -0.08
C -1.0544 3.5755 0.8988 0.06 0.02 -0.10 0.63
C -1.2058 4.9442 0.7892 -0.03 0.01 0.05 -0.78
C -1.9247 5.6169 1.7656 0.02 0.02 -0.04 -0.34
C -2.4666 4.8971 2.8185 -0.05 -0.06 0.10 -0.75
C -2.2907 3.5246 2.8949 -0.08 0.05 0.13 0.18
Cl -3.0043 2.6961 4.2567 0.06 0.08 -0.13 -0.23
C -1.5742 2.7931 1.9341 0.03 -0.11 0.04 -0.02
S -1.3718 1.0677 2.0170 0.04 0.09 -0.12 -0.32
H -0.7640 5.4694 -0.0479 -0.01 -0.03 0.02 0.40
H -2.0600 6.6894 1.7079 0.00 -0.03 0.00 0.34
H -3.0325 5.3943 3.5961 0.02 -0.02 -0.02 0.38
N 5.0676 0.8970 -2.2380 -0.05 0.05 -0.06 -0.24
C 4.3486 1.1263 -3.3785 -0.08 0.06 -0.02 0.05
O 4.9158 1.4278 -4.4215 0.01 -0.02 -0.06 -0.71
C 2.8692 1.0059 -3.3069 0.09 -0.06 -0.28 0.65
C 2.0947 0.9387 -4.5234 0.09 0.04 0.18 -0.95
C 0.7186 1.0013 -4.3801 0.05 0.01 -0.03 -1.01
C 0.1253 0.9887 -3.1311 0.20 0.02 0.13 -0.75
N 0.8699 0.8472 -1.9434 0.07 -0.26 0.10 0.43
C 2.2168 0.9855 -2.1108 -0.34 0.00 0.16 -0.88
H 6.0656 0.9440 -2.3384 0.01 -0.02 -0.01 0.22
H 4.6974 0.4276 -1.4282 -0.02 -0.06 0.07 0.19
H 2.5915 0.9597 -5.4816 -0.02 -0.01 0.02 0.45
H 0.0779 1.1047 -5.2492 0.01 0.00 -0.01 0.42
H -0.9149 1.2980 -3.0487 -0.01 0.03 0.05 0.58
H 2.7823 1.0891 -1.1940 -0.06 0.04 0.02 0.94
```
Forces are in eV/Å.

Calculated values
**Net charge**: -1
**Max |F|**: 1.4 eV/A
**Relative energy (zero: lowest compared OMol25 entry of this formula, charge and spin)**: 15.9 kcal per mole
**LUMO (spin up / spin down)**: 2.482 / 2.455 eV
**E_HOMO (spin up / spin down)**: -2.9 / -5.0 eV
**Spin multiplicity**: 3
**E_tot**: -94714.873 eV